# C2H4ClN2

A structure of composition C2H4ClN2 (the ωB97M-V functional and the def2-TZVPD basis, OMol25).

Structure (ORCA input):
```
! RIJCOSX wB97M-V def2-TZVPD def2/J DEFGRID3
* xyz 1 1
C -0.38 -1.10 -0.60
C -0.27 1.16 1.21
N -2.19 -1.30 0.93
N -1.40 -1.40 0.12
Cl -1.63 0.68 1.94
H -0.44 -1.13 -1.63
H 0.59 -1.38 -0.35
H -0.36 1.78 0.44
H 0.68 0.95 1.62
*
```

## Properties
Relative energy (zero: lowest compared OMol25 entry of this formula, charge and spin) in kJ/mol: 370.0

---

# C2H2N2S3

An isolated molecule of C2H2N2S3 (the ωB97M-V functional and the def2-TZVPD basis, OMol25).

Structure (ORCA input):
```
! RIJCOSX wB97M-V def2-TZVPD def2/J DEFGRID3
* xyz 0 1
S -1.08 -2.35 -0.08
C -0.49 -0.84 -0.17
N 0.86 -0.51 -0.05
N 1.31 0.82 -0.16
S -0.07 1.86 -0.17
C -1.19 0.48 -0.11
S -2.79 0.48 0.22
H 1.58 -1.18 0.03
H 1.89 1.25 0.50
*
```

## Properties
Relative energy (zero: lowest compared OMol25 entry of this formula, charge and spin) in kJ/mol: 224.4
SMILES: S=c1[nH][nH]sc1=S

---

# C6H6BrNNiSbSe4

A structure of composition C6H6BrNNiSbSe4 (the ωB97M-V functional and the def2-TZVPD basis, OMol25).

Structure (ORCA input):
```
! RIJCOSX wB97M-V def2-TZVPD def2/J DEFGRID3
* xyz -1 1
Ni -1.57 -2.21 -0.72
C 1.50 2.30 0.02
C 0.19 1.58 0.11
C -0.82 1.98 0.97
C -2.01 1.26 1.06
C -2.11 0.18 0.22
Br -3.62 -1.00 0.23
N -1.17 -0.25 -0.60
C -0.02 0.42 -0.64
H 1.55 3.13 0.72
H 1.66 2.68 -0.99
H 2.31 1.59 0.23
H -0.67 2.85 1.60
H -2.81 1.52 1.73
H 0.75 0.03 -1.29
Se 2.07 -1.20 1.16
Sb 2.33 -3.48 0.29
Se 0.04 -3.35 -1.89
Se -1.71 -4.49 -0.90
Se 4.11 -3.54 -1.32
*
```

## Properties
Relative energy (zero: lowest compared OMol25 entry of this formula, charge and spin) in kJ/mol: 55.6

---

# C3H7N5

A structure of composition C3H7N5 (the ωB97M-V functional and the def2-TZVPD basis, OMol25).

Structure (ORCA input):
```
! RIJCOSX wB97M-V def2-TZVPD def2/J DEFGRID3
* xyz 0 1
C -2.16 -0.31 0.31
C 1.95 -1.39 -0.13
C 1.09 0.42 0.09
H -2.89 0.31 -0.56
H -2.56 -1.69 0.33
H -1.67 -0.08 1.67
H -0.93 0.82 -1.25
H 2.60 -2.21 0.11
H 1.79 2.46 0.48
H -0.24 2.10 -0.01
N -1.09 0.00 -0.62
N 0.09 -0.50 -0.17
N 0.58 -1.75 -0.11
N 2.43 -0.05 -0.05
N 1.02 1.88 -0.08
*
```

## Properties
Relative energy (zero: lowest compared OMol25 entry of this formula, charge and spin) in kJ/mol: 802.1

---

# C21H21BrO3S

An isolated molecule of C21H21BrO3S (the ωB97M-V functional and the def2-TZVPD basis, OMol25).

Structure (ORCA input):
```
! RIJCOSX wB97M-V def2-TZVPD def2/J DEFGRID3
* xyz 0 1
C 4.95 2.31 -1.05
O 3.89 3.08 -1.56
C 2.61 2.73 -1.14
C 2.02 3.50 -0.08
C 0.77 3.30 0.36
C 0.01 2.21 -0.20
C -1.19 1.63 0.36
C -1.58 0.28 0.55
C -0.76 -0.97 0.23
C -1.33 -2.24 -0.18
C -0.56 -3.34 -0.40
C 0.80 -3.36 -0.26
S 1.75 -4.85 -1.01
C 0.85 -5.13 -2.51
O 3.19 -4.68 -1.30
O 1.38 -5.92 -0.09
C 1.43 -2.18 0.17
C 0.66 -1.08 0.41
C -2.91 0.07 1.24
C -3.29 1.44 1.75
C -3.67 1.53 3.21
C -4.70 1.98 2.16
C -2.27 2.47 1.11
C 0.58 1.51 -1.31
C 1.89 1.73 -1.73
Br 2.71 0.74 -3.14
H 4.77 1.26 -0.76
H 5.39 2.90 -0.18
H 5.70 2.26 -1.86
H 2.59 4.37 0.15
H 0.30 3.83 1.18
H -2.35 -2.46 -0.42
H -1.07 -4.24 -0.70
H 1.22 -6.03 -3.01
H 0.83 -4.29 -3.15
H -0.19 -5.37 -2.25
H 2.51 -2.14 0.34
H 1.27 -0.23 0.78
H -2.74 -0.73 1.92
H -3.66 -0.20 0.49
H -3.25 2.43 3.66
H -3.79 0.68 3.87
H -4.93 3.00 1.94
H -5.46 1.24 1.88
H -1.79 2.98 1.95
H -2.71 3.30 0.47
H 0.16 0.69 -1.90
*
```

## Properties
SMILES: COc1ccc(C2=C(c3ccc(S(C)(=O)=O)cc3)CC3(CC3)C2)cc1Br
E in eV: -109133.8256

---

# H2IO

A cluster of 2 separate species, H2IO in total (the ωB97M-V functional and the def2-TZVPD basis, OMol25).

Structure (ORCA input):
```
! RIJCOSX wB97M-V def2-TZVPD def2/J DEFGRID3
* xyz -1 1
O 5.10 0.66 -1.33
H 5.81 -0.01 -1.38
H 4.59 0.53 -2.16
I 0.00 0.00 0.00
*
```

## Properties
Relative energy (zero: lowest compared OMol25 entry of this formula, charge and spin) in kJ/mol: 51.6

---

# C8H9NS

An isolated molecule of C8H9NS (the ωB97M-V functional and the def2-TZVPD basis, OMol25).

Structure (ORCA input):
```
! RIJCOSX wB97M-V def2-TZVPD def2/J DEFGRID3
* xyz 0 1
C 2.46 0.03 -1.06
C 2.04 0.70 0.08
C 0.21 -0.46 -0.20
C -2.31 -0.25 0.79
C -2.27 -1.39 -0.97
C -3.41 -0.85 -0.03
C -1.10 -0.75 -0.14
C 2.86 1.70 0.94
N 0.81 0.49 0.53
S 1.23 -1.05 -1.51
H 3.54 -0.04 -1.27
H -2.25 0.84 0.72
H -2.18 -0.62 1.92
H -1.95 -2.51 -1.05
H -2.33 -1.03 -2.05
H -4.54 -0.56 -0.12
H 2.41 1.77 1.89
H 3.84 1.26 1.05
H 2.95 2.73 0.50
*
```

## Properties
Relative energy (zero: lowest compared OMol25 entry of this formula, charge and spin) in kJ/mol: 346.4

---

# C35H61N12O13

A cluster of 12 separate species, C35H61N12O13 in total (the ωB97M-V functional and the def2-TZVPD basis, OMol25).

Structure (ORCA input):
```
! RIJCOSX wB97M-V def2-TZVPD def2/J DEFGRID3
* xyz 1 1
C -0.43 1.88 -2.53
C 0.06 0.51 -2.24
C 1.55 0.62 -1.71
C 1.68 0.72 -0.12
C 0.70 -0.29 0.54
C -0.74 -0.05 0.20
N -0.82 -0.08 -1.24
O -1.96 -0.59 -1.73
C -1.23 1.19 0.79
C -1.50 -1.32 0.76
C 0.03 -0.40 -3.49
H -0.35 2.57 -1.67
H -1.42 1.66 -2.93
H 0.21 2.49 -3.29
H 2.03 1.37 -2.44
H 2.00 -0.39 -2.09
H 1.52 1.73 0.06
H 2.64 0.45 0.12
H 1.18 -0.26 1.73
H 1.00 -1.26 0.06
H -0.77 2.00 0.28
H -1.25 1.19 1.93
H -2.21 1.46 0.63
H -1.73 -1.39 1.81
H -1.33 -2.33 0.37
H -2.62 -1.51 0.44
H 0.42 -1.37 -3.21
H 0.43 0.01 -4.33
H -1.01 -0.59 -3.65
N 1.08 -6.27 -2.23
C 1.29 -5.59 -1.12
C 1.84 -4.15 -1.58
C 2.07 -4.29 -3.02
C 1.50 -5.59 -3.43
H 0.44 -7.17 -2.19
H 1.01 -5.99 -0.13
H 2.50 -3.30 -1.14
H 2.56 -3.44 -3.75
H 1.50 -6.18 -4.28
N -1.27 -4.32 -2.45
C -2.07 -4.68 -1.36
C -3.19 -3.69 -1.30
C -3.25 -2.97 -2.66
C -1.89 -3.39 -3.25
H -0.38 -4.73 -2.55
H -1.88 -5.33 -0.55
H -3.95 -3.78 -0.69
H -3.72 -2.36 -3.37
H -1.40 -3.02 -4.19
N 0.82 3.11 3.84
C 1.98 4.06 4.00
C 1.41 5.36 4.08
C -0.07 5.32 3.92
C -0.36 3.80 3.80
H 1.16 2.10 3.74
H 2.90 3.73 4.13
H 1.98 6.20 4.28
H -0.76 6.13 3.80
H -1.24 3.20 3.85
N 6.60 4.00 -1.96
C 6.68 4.14 -3.38
C 5.77 2.95 -3.91
C 5.42 2.03 -2.80
C 5.99 2.80 -1.54
H 7.09 4.59 -1.33
H 7.35 4.84 -3.84
H 5.72 2.85 -4.88
H 4.89 1.03 -2.59
H 5.97 2.60 -0.55
N 1.08 4.42 0.55
C 2.41 4.27 0.10
C 2.30 4.68 -1.36
C 0.93 5.10 -1.68
C 0.18 4.98 -0.37
H 0.92 4.05 1.68
H 3.20 3.82 0.50
H 3.19 4.82 -2.00
H 0.73 5.30 -2.56
H -0.80 5.01 -0.05
C -7.52 -1.56 1.39
N -6.37 -2.27 1.13
O -6.49 -3.45 0.84
O -5.14 -1.86 1.07
H -7.84 -1.75 2.34
H -8.16 -1.98 0.71
H -7.50 -0.34 1.22
C -0.58 -1.39 5.73
N -0.72 -0.30 4.71
O -1.76 -0.13 4.20
O 0.33 0.33 4.42
H -1.24 -2.15 5.60
H -0.85 -0.97 6.64
H 0.34 -1.85 5.39
C 2.20 -4.85 2.83
N 1.17 -3.98 3.53
O 1.20 -2.78 3.10
O 0.51 -4.55 4.36
H 1.94 -5.86 3.01
H 3.27 -4.83 3.33
H 2.21 -4.59 1.84
C -5.33 0.08 -1.33
N -4.98 1.46 -1.91
O -5.74 2.40 -1.66
O -4.00 1.51 -2.75
H -5.81 -0.37 -1.93
H -5.91 0.29 -0.51
H -4.31 -0.28 -1.20
C -5.19 4.25 1.53
N -3.96 3.38 1.54
O -3.95 2.25 1.91
O -2.81 3.94 1.40
H -5.93 3.86 2.24
H -5.50 4.13 0.62
H -4.99 5.04 1.87
C 5.74 -3.18 -0.55
N 4.67 -2.37 -0.08
O 3.87 -2.85 0.74
O 4.34 -1.43 -0.83
H 5.57 -3.91 -1.24
H 6.42 -3.59 0.32
H 6.50 -2.56 -0.88
*
```

## Properties
Relative energy (zero: lowest compared OMol25 entry of this formula, charge and spin) in kJ/mol: 290.0

---

# C27H25N8OReSe

A structure of composition C27H25N8OReSe (the ωB97M-V functional and the def2-TZVPD basis, OMol25).

Structure (ORCA input):
```
! RIJCOSX wB97M-V def2-TZVPD def2/J DEFGRID3
* xyz 3 2
Re 0.20 0.59 0.06
O 0.26 3.70 2.68
C 0.16 2.63 2.15
N 0.69 2.29 0.92
C 1.69 3.15 0.32
C 2.50 2.30 -0.62
C 3.77 2.66 -1.03
C 4.50 1.78 -1.81
C 3.93 0.57 -2.20
C 2.65 0.28 -1.78
N 1.94 1.12 -0.99
C -0.61 1.48 2.73
C -0.98 1.46 4.06
C -1.65 0.34 4.55
C -1.94 -0.71 3.68
C -1.51 -0.63 2.37
N -0.84 0.44 1.90
H 2.32 3.61 1.08
H 1.21 3.98 -0.22
H 4.19 3.61 -0.73
H 5.52 2.02 -2.10
H 4.47 -0.14 -2.82
H 2.16 -0.63 -2.09
H -0.73 2.31 4.68
H -1.94 0.29 5.59
H -2.49 -1.57 4.02
H -1.70 -1.43 1.66
N 0.63 -10.12 0.83
C 0.49 -9.02 0.55
C 0.32 -7.64 0.20
C 0.04 -7.28 -1.12
C -0.11 -5.94 -1.44
C 0.01 -4.97 -0.46
C 0.29 -5.33 0.85
C 0.45 -6.66 1.18
N -0.15 -3.59 -0.81
C -0.77 -3.10 -1.94
C -0.72 -1.75 -1.87
N -0.09 -1.38 -0.69
C 0.23 -2.53 -0.08
H -0.06 -8.04 -1.88
H -0.30 -5.69 -2.48
H 0.37 -4.59 1.63
H 0.67 -6.95 2.20
H -1.20 -3.73 -2.70
H -1.08 -1.03 -2.58
H 0.77 -2.59 0.85
C -3.11 3.59 0.99
N -2.29 4.13 -0.09
C -2.13 5.46 -0.36
C -1.36 5.55 -1.48
N -1.06 4.28 -1.87
C -0.32 3.93 -3.08
C -1.63 3.41 -1.02
Se -1.70 1.53 -1.25
H -3.17 4.31 1.80
H -2.68 2.66 1.36
H -4.12 3.39 0.62
H -2.56 6.24 0.25
H -1.02 6.42 -2.02
H 0.35 4.74 -3.33
H -1.01 3.78 -3.91
H 0.25 3.02 -2.92
*
```

## Properties
Relative energy (zero: lowest compared OMol25 entry of this formula, charge and spin) in kJ/mol: 51.0
<S²>: 0.770

---

# C3H11NO4

A cluster of 3 separate species, C3H11NO4 in total (the ωB97M-V functional and the def2-TZVPD basis, OMol25).

Structure (ORCA input):
```
! RIJCOSX wB97M-V def2-TZVPD def2/J DEFGRID3
* xyz 0 1
N -0.53 -0.70 -0.81
C 0.39 -0.72 0.24
O 1.52 -0.43 0.00
C -0.19 -1.07 1.60
C -1.73 -1.29 1.62
O -2.04 -2.53 1.07
H -0.29 -0.48 -1.75
H -1.46 -0.80 -0.90
H 0.30 -2.11 1.75
H 0.13 -0.32 2.30
H -1.93 -1.47 2.71
H -2.51 -0.66 1.38
H -2.57 -2.42 0.26
O 5.66 3.90 0.61
H 5.55 4.62 -0.06
H 5.44 3.18 0.04
O -1.62 0.77 -3.48
H -1.59 1.79 -3.37
H -2.52 0.73 -3.19
*
```

## Properties
Relative energy (zero: lowest compared OMol25 entry of this formula, charge and spin) in kJ/mol: 259.4
SMILES: NC(=O)CCO.O.O

---

# C29H48BCl12F3NO10PS

A structure of composition C29H48BCl12F3NO10PS (the ωB97M-V functional and the def2-TZVPD basis, OMol25).

Structure (ORCA input):
```
! RIJCOSX wB97M-V def2-TZVPD def2/J DEFGRID3
* xyz 0 1
C 5.71 1.25 5.48
C 6.48 0.51 4.20
O 5.63 0.52 3.01
B 6.36 0.94 1.79
O 7.20 2.18 1.81
C 6.26 0.09 0.35
C 7.28 0.85 -0.68
O 7.35 0.26 -2.03
C 8.64 0.55 -2.69
F 8.50 0.19 -4.15
F 8.96 2.00 -2.65
F 9.75 -0.28 -2.11
C 4.67 0.15 -0.09
C 4.31 1.37 -1.13
O 4.60 2.72 -0.61
O 4.93 3.55 -1.56
C 4.06 -1.27 -0.65
P 4.85 -1.90 -2.27
O 4.46 -0.89 -3.64
O 4.54 -3.59 -2.57
C 4.31 -2.38 0.58
C 3.13 -3.52 0.39
C 1.80 -3.21 1.35
C 0.48 -2.98 0.34
C -0.86 -2.51 1.16
C -2.00 -2.02 0.04
C -2.95 -3.30 -0.45
C -4.47 -3.27 0.17
C -5.36 -1.98 -0.41
C -6.84 -2.59 -0.81
C -7.89 -1.48 -1.40
C -7.68 0.04 -0.78
C -7.81 0.11 0.86
N -7.23 1.48 1.27
C -8.11 2.50 1.96
C -7.09 3.78 2.16
C -5.62 3.43 1.55
C -5.80 1.89 1.01
O 5.68 -2.88 0.40
S 6.86 -1.69 0.71
O 8.14 -2.00 -0.15
O 7.30 -1.88 2.20
H 4.71 0.62 5.64
H 5.49 2.39 5.29
H 6.34 1.08 6.47
H 7.58 0.88 4.04
H 6.58 -0.63 4.54
H 8.13 1.85 2.08
H 7.10 2.00 -0.80
H 8.37 0.75 -0.20
H 4.07 0.39 0.91
H 4.77 1.26 -2.20
H 3.12 1.33 -1.27
H 5.71 3.23 -2.10
H 2.89 -1.13 -0.82
H 5.37 -0.69 -4.06
H 5.18 -4.18 -2.05
H 4.27 -1.83 1.61
H 2.70 -3.51 -0.73
H 3.51 -4.63 0.55
H 1.93 -2.20 1.93
H 1.63 -4.11 2.08
H 0.72 -2.15 -0.49
H 0.26 -3.97 -0.27
H -0.64 -1.65 1.93
H -1.31 -3.48 1.66
H -1.41 -1.62 -0.90
H -2.64 -1.12 0.44
H -2.47 -4.34 -0.20
H -3.04 -3.21 -1.61
H -5.01 -4.29 -0.07
H -4.38 -3.13 1.35
H -4.83 -1.51 -1.34
H -5.37 -1.20 0.46
H -6.64 -3.36 -1.70
H -7.37 -3.16 0.08
H -7.70 -1.38 -2.57
H -9.04 -1.79 -1.27
H -6.64 0.41 -1.20
H -8.49 0.79 -1.22
H -7.28 -0.79 1.42
H -8.93 0.13 1.16
H -9.25 2.39 2.29
H -7.37 4.82 2.65
H -4.62 4.04 1.46
H -5.05 1.17 0.47
C -3.06 4.53 -1.12
Cl -4.32 3.48 -0.44
Cl -2.48 3.88 -2.66
Cl -3.67 6.18 -1.33
H -2.22 4.56 -0.42
C -9.08 -0.30 4.69
Cl -10.20 0.48 3.55
Cl -9.98 -1.17 5.95
Cl -7.99 -1.40 3.84
H -8.49 0.48 5.17
C 2.01 5.47 -3.03
Cl 2.11 4.70 -4.62
Cl 1.44 7.14 -3.18
Cl 0.94 4.54 -1.96
H 3.01 5.48 -2.59
C -2.40 0.61 -5.44
Cl -2.24 -0.29 -3.93
Cl -1.11 1.81 -5.59
Cl -2.39 -0.49 -6.83
H -3.36 1.14 -5.43
*
```

## Properties
E in eV: -232017.5574

---

# C4H7NS

An isolated molecule of C4H7NS (the ωB97M-V functional and the def2-TZVPD basis, OMol25).

Structure (ORCA input):
```
! RIJCOSX wB97M-V def2-TZVPD def2/J DEFGRID3
* xyz 0 1
C -0.61 -0.75 -0.56
C 0.25 1.50 0.49
C 0.34 -1.41 0.44
C -0.69 0.75 -0.50
N 1.35 0.99 -0.26
S 1.93 -0.53 -0.03
H -0.37 -0.84 -1.64
H -1.68 -1.27 -0.42
H 0.04 2.65 0.43
H -0.03 1.19 1.60
H 0.21 -1.20 1.56
H 0.29 -2.51 0.09
H -1.03 1.43 -1.18
*
```

## Properties
Relative energy (zero: lowest compared OMol25 entry of this formula, charge and spin) in kJ/mol: 417.0